[1]
ORCA calculation (ωB97M-V/def2-TZVPD) on a single H4SSi2 molecule.

Geometry as XYZ:
```
7
Properties=species:S:1:pos:R:3:forces:R:3
Si -0.771 -0.609 -0.509 -1.16 -1.91 0.22
Si 0.986 0.329 0.730 -0.57 1.23 -0.19
S -0.845 0.795 -1.956 0.72 0.36 0.90
H -0.649 -2.091 -1.137 0.03 1.53 1.21
H -1.706 -0.551 0.778 0.61 -0.23 -1.39
H 0.559 1.569 1.540 0.11 -0.86 -0.47
H 2.426 0.558 0.555 0.25 -0.11 -0.28
```
Positions in Å, forces in eV/Å.

The molecular weight is 92.271 g mol⁻¹. The total energy comes out at -979.475599 hartree.

[2]
ORCA calculation (ωB97M-V/def2-TZVPD) on 2 unconnected molecules or ions with the total composition C5H14N4.

Geometry as XYZ:
```
23
Properties=species:S:1:pos:R:3:forces:R:3
C 1.737 0.984 1.335 -0.57 0.81 -0.22
N 0.278 0.968 1.432 -1.98 -2.01 1.98
C -0.781 1.427 0.592 3.07 7.05 3.25
N -2.017 1.761 0.452 -1.50 -3.57 -1.79
H -0.073 0.369 2.173 0.36 -0.46 -0.45
H -2.630 0.964 0.227 -0.45 -0.19 1.21
H -0.465 2.480 0.659 1.79 0.68 -1.71
H 2.127 1.843 1.887 0.11 0.08 -0.01
H 2.170 0.084 1.790 -0.30 0.14 -0.31
H 2.101 1.081 0.311 -0.12 -0.20 0.01
C 1.194 -1.811 -0.182 0.73 0.51 0.38
C -0.716 -0.389 -0.911 1.82 -4.04 1.65
N -0.050 0.304 -1.921 -0.26 0.82 -0.15
N -2.028 -0.747 -1.137 -2.29 0.41 -1.49
C -0.080 -1.102 0.083 -0.92 -0.14 -2.14
H -0.737 0.887 -2.400 0.24 -0.10 -0.12
H 0.608 0.967 -1.506 -0.02 -0.31 -0.23
H -2.274 -1.683 -0.823 0.42 0.43 0.14
H -2.194 -0.763 -2.146 -0.28 0.36 0.41
H -0.672 -1.569 0.863 -0.46 0.01 -0.31
H 1.700 -2.105 0.738 0.23 -0.03 -0.03
H 0.925 -2.728 -0.720 0.30 -0.04 -0.06
H 1.878 -1.223 -0.796 0.10 -0.21 -0.02
```
Positions in Å, forces in eV/Å.

The molecular weight is 130.195 g mol⁻¹. The total energy comes out at -417.717267 hartree.

[3]
ORCA calculation (ωB97M-V/def2-TZVPD) on 2 unconnected molecules or ions with the total composition C25H54BBr2Cl2N2O4P.

Geometry as XYZ:
```
91
Properties=species:S:1:pos:R:3:forces:R:3
C 5.571 1.205 0.835 -0.18 0.00 -0.05
C 4.259 1.154 -0.041 0.48 0.35 0.78
C 4.004 2.493 -0.816 0.81 -0.60 -0.26
C 3.148 2.346 -2.120 -0.10 -0.24 0.74
C 1.597 2.234 -1.848 2.11 1.42 0.60
C 1.069 3.397 -0.912 -0.80 -0.65 -0.94
C -0.277 3.982 -1.510 0.32 -0.35 1.96
C -1.349 4.009 -0.330 0.29 0.77 -1.92
C -2.757 4.303 -0.976 0.72 -0.31 0.55
N -3.866 3.715 -0.167 0.77 0.71 -0.83
O 1.411 0.996 -1.170 -1.06 -0.70 -0.73
C 0.126 0.459 -1.475 -0.25 0.05 -1.67
C 0.057 -1.058 -1.094 2.15 0.68 1.39
O 0.527 -1.172 0.253 -1.24 0.17 -0.67
C -0.187 -0.288 1.115 -0.07 0.47 1.74
C -0.324 -0.864 2.575 0.77 1.31 -0.54
C 1.101 -1.190 3.129 -0.47 -0.54 0.42
C -0.971 0.315 3.418 -0.85 -0.85 -0.77
C -2.059 -0.177 4.446 -0.08 0.64 0.45
C -1.748 -1.572 5.100 -0.53 0.85 -0.60
C -3.529 -0.128 3.855 0.40 -0.03 0.18
O -1.245 -1.636 -1.097 -0.26 0.60 -0.97
C -2.025 -1.364 -2.246 -0.37 -0.30 -0.96
P -3.211 0.092 -1.937 0.18 0.54 1.63
N -3.659 0.286 -0.417 0.34 0.25 -1.12
C -2.714 -2.709 -2.688 0.59 0.06 0.91
Br -2.932 -2.634 -4.675 -0.21 -0.14 0.80
C -4.008 -3.156 -1.945 -1.02 -0.40 -1.18
C -5.357 -2.503 -2.426 -0.48 -0.36 0.17
Br -3.929 -3.009 0.023 0.37 -0.22 -0.65
B 1.172 -1.875 -1.977 0.85 0.00 -0.11
C 0.935 -2.463 -3.447 0.23 -0.77 0.39
O 2.468 -2.040 -1.408 -1.83 0.05 -0.34
H 5.411 1.797 1.767 0.13 -0.30 -0.71
H 5.895 0.188 1.162 -0.39 0.76 -0.30
H 6.425 1.654 0.280 -0.54 -0.20 0.26
H 4.337 0.276 -0.722 -0.34 0.65 0.33
H 3.420 1.017 0.678 0.36 -0.37 -0.72
H 3.595 3.234 -0.096 0.18 -0.34 -0.58
H 5.008 2.872 -1.134 -0.72 -0.15 0.23
H 3.394 3.194 -2.796 -0.50 -0.38 0.40
H 3.486 1.414 -2.640 -0.34 0.65 0.32
H 1.109 2.294 -2.846 -0.05 -0.40 0.66
H 0.824 2.928 0.071 0.38 0.29 -0.66
H 1.842 4.168 -0.716 -0.57 -0.36 -0.36
H -0.695 3.307 -2.290 0.50 0.58 0.24
H -0.061 4.997 -1.900 -0.56 -0.60 -0.03
H -1.017 4.818 0.354 -0.48 -0.63 -0.05
H -1.324 3.020 0.189 -0.13 0.69 -0.33
H -2.751 3.846 -1.998 -0.12 0.40 0.70
H -2.854 5.404 -1.103 -0.16 -0.67 0.09
H -3.430 3.334 0.666 -0.50 -0.24 -0.04
H -4.272 2.979 -0.735 -0.17 -0.12 0.59
H 0.047 0.519 -2.600 -0.27 -0.06 0.74
H -0.714 1.082 -1.086 0.55 -0.48 0.19
H -1.217 -0.030 0.781 0.61 -0.51 -0.13
H 0.383 0.676 1.200 -0.28 -0.62 -0.13
H -1.002 -1.743 2.520 0.54 0.45 0.16
H 1.666 -1.864 2.450 -0.28 0.63 0.37
H 1.042 -1.716 4.114 -0.01 0.36 -0.73
H 1.645 -0.239 3.331 -0.21 -0.65 -0.44
H -1.508 0.957 2.671 0.39 -0.25 0.69
H -0.190 0.961 3.875 -0.40 -0.63 -0.12
H -2.060 0.567 5.283 0.13 -0.51 -0.59
H -2.429 -1.682 5.976 0.62 -0.20 -0.60
H -0.684 -1.613 5.404 -0.69 -0.17 0.00
H -1.971 -2.355 4.336 0.27 0.32 0.80
H -3.571 0.411 2.881 0.06 -0.53 0.58
H -4.188 0.440 4.551 0.31 -0.56 -0.42
H -3.936 -1.159 3.726 0.19 0.79 -0.01
H -1.417 -1.036 -3.128 -0.27 -0.30 0.80
H -4.268 -0.052 -2.877 0.54 -0.05 -0.03
H -2.468 1.253 -2.350 -0.34 -0.69 -0.49
H -3.301 1.211 -0.160 -0.22 -0.31 0.24
H -1.956 -3.512 -2.529 -0.49 0.73 -0.17
H -4.115 -4.248 -2.144 0.29 0.84 0.30
H -6.068 -3.322 -2.695 0.57 0.61 0.21
H -5.272 -1.864 -3.327 0.15 -0.41 0.58
H -5.846 -1.937 -1.607 0.45 -0.17 -0.56
H 1.512 -3.426 -3.503 -0.36 0.74 -0.06
H -0.112 -2.720 -3.703 0.61 0.41 -0.07
H 1.399 -1.803 -4.219 -0.47 -0.33 0.50
H 2.555 -2.974 -1.186 0.40 -0.07 -0.21
Cl 5.689 -2.031 2.623 -0.04 -0.14 0.11
C 5.550 -3.195 1.283 0.08 -0.07 -0.18
C 4.112 -3.493 0.927 -0.02 0.16 -0.05
Cl 3.283 -4.417 2.205 -0.02 -0.02 0.01
H 6.086 -4.100 1.566 -0.08 0.05 0.07
H 6.058 -2.751 0.426 -0.10 0.02 0.00
H 4.078 -4.103 0.023 0.13 -0.06 0.05
H 3.546 -2.579 0.747 0.06 -0.01 0.14
```
Positions in Å, forces in eV/Å.

The molecular weight is 719.217 g mol⁻¹. The total energy comes out at -7829.944044 hartree.

[4]
ORCA calculation (ωB97M-V/def2-TZVPD) on a molecular structure, C30H47HgO15.

Geometry as XYZ:
```
93
Properties=species:S:1:pos:R:3:forces:R:3
Hg -0.229 0.444 0.068 -0.43 0.23 0.80
C -3.268 2.155 0.995 0.62 -0.16 -0.10
C -2.145 2.121 2.056 -0.79 -0.46 -0.18
O -0.893 1.691 1.660 0.38 0.12 -0.37
H -2.874 2.529 0.053 0.03 0.19 -0.04
H -4.091 2.798 1.309 -0.08 -0.15 0.10
H -3.606 1.138 0.797 -0.19 0.06 0.02
H -2.537 1.454 2.848 0.11 0.33 0.21
H -2.070 3.147 2.458 0.12 -0.14 0.17
O 1.607 0.095 -1.554 -0.42 0.01 0.29
C 2.275 0.672 -2.368 0.55 0.15 -0.27
O 3.049 -0.041 -3.209 -0.12 -0.02 -0.13
C 3.603 0.826 -4.217 0.39 0.23 0.23
C 3.713 2.183 -3.540 -0.76 0.37 0.13
C 2.500 2.160 -2.577 0.64 -0.57 -0.68
H 2.913 0.844 -5.062 0.03 0.02 -0.03
H 4.567 0.444 -4.542 -0.10 -0.26 0.06
H 3.637 2.984 -4.275 0.08 0.05 0.07
H 4.621 2.337 -2.960 0.18 -0.30 -0.17
H 1.635 2.601 -3.070 -0.23 0.07 0.40
H 2.728 2.582 -1.608 -0.37 0.33 0.08
O 0.229 -1.990 -0.465 -0.24 0.25 -0.09
C 0.500 -3.148 -0.373 0.15 -0.16 0.63
O 1.753 -3.602 -0.588 -0.05 -0.20 -0.42
C 1.777 -5.053 -0.508 0.56 0.35 0.14
C 0.329 -5.486 -0.617 -0.11 -0.03 0.42
C -0.370 -4.305 0.054 -0.43 -0.52 -0.05
H 2.237 -5.285 0.458 -0.29 -0.18 0.05
H 2.455 -5.436 -1.268 -0.17 0.14 -0.20
H 0.179 -6.437 -0.108 -0.15 0.00 -0.09
H -0.024 -5.559 -1.644 0.26 -0.12 -0.11
H -0.360 -4.416 1.142 0.30 0.23 0.01
H -1.420 -4.185 -0.200 0.10 0.23 -0.23
O 1.481 -0.375 1.547 -0.17 -0.12 0.37
C 2.595 -0.791 1.650 0.49 -0.07 -0.11
O 2.865 -1.900 2.372 -0.06 -0.20 -0.25
C 4.234 -2.290 2.174 0.57 0.11 0.14
C 4.970 -0.994 1.800 -0.04 -0.34 0.52
C 3.867 -0.189 1.098 0.58 -0.52 0.37
H 4.314 -3.053 1.396 -0.30 0.12 -0.10
H 4.609 -2.729 3.097 -0.16 0.05 0.07
H 5.862 -1.212 1.217 -0.13 0.13 -0.26
H 5.323 -0.528 2.722 -0.18 0.21 -0.07
H 3.948 -0.373 0.027 -0.40 0.31 -0.09
H 3.856 0.868 1.348 0.06 0.11 -0.35
O -1.504 -1.338 1.901 -0.24 -0.25 -0.31
C -1.415 -2.207 2.714 -0.09 0.32 0.40
O -2.238 -3.294 2.708 -0.16 0.18 0.16
C -2.007 -4.087 3.889 0.50 -0.62 -0.17
C -0.572 -3.781 4.295 0.02 1.04 0.36
C -0.492 -2.286 3.902 0.30 -0.78 0.17
H -2.197 -5.123 3.613 0.03 0.01 0.03
H -2.675 -3.821 4.710 -0.22 0.24 -0.26
H 0.207 -4.329 3.766 -0.23 -0.27 -0.11
H -0.427 -3.899 5.367 0.06 -0.22 -0.04
H 0.516 -1.963 3.663 -0.04 0.18 -0.17
H -0.877 -1.648 4.699 -0.10 0.09 -0.08
O -2.445 -0.480 -0.830 -0.19 0.10 -0.39
C -3.198 -1.415 -0.832 0.52 -0.36 0.81
O -2.909 -2.561 -1.479 -0.27 -0.09 -0.29
C -4.077 -3.415 -1.486 -0.30 0.33 0.07
C -4.863 -3.031 -0.230 0.33 -0.32 0.42
C -4.494 -1.561 -0.062 -0.32 0.32 -0.96
H -3.755 -4.450 -1.514 0.12 -0.02 0.00
H -4.656 -3.188 -2.385 0.11 -0.09 -0.05
H -4.519 -3.630 0.617 0.08 0.13 0.01
H -5.929 -3.219 -0.334 -0.02 0.11 -0.10
H -4.365 -1.147 0.932 -0.02 -0.20 0.14
H -5.224 -0.942 -0.601 0.03 0.07 0.23
O -1.058 2.114 -1.421 -0.13 0.23 -0.17
C -1.561 2.549 -2.419 0.40 0.14 -0.40
O -1.418 1.942 -3.607 -0.14 0.14 -0.02
C -2.099 2.700 -4.636 0.07 0.35 0.46
C -2.242 4.136 -4.086 -0.30 -0.47 -0.07
C -2.244 3.885 -2.575 -0.20 0.35 -0.14
H -3.089 2.260 -4.750 0.08 -0.11 -0.28
H -1.509 2.622 -5.542 -0.08 -0.09 -0.08
H -3.197 4.515 -4.444 0.06 0.28 0.10
H -1.462 4.822 -4.405 0.17 -0.17 -0.03
H -3.268 3.902 -2.197 0.07 -0.40 0.19
H -1.691 4.596 -1.964 0.01 0.11 -0.15
O 1.414 2.597 0.287 0.66 -0.31 -0.54
C 1.576 3.715 0.675 -0.35 0.08 0.77
O 2.798 4.278 0.772 0.15 -0.07 -0.05
C 2.740 5.579 1.389 -0.67 -0.17 0.43
C 1.273 5.795 1.832 -0.16 0.21 -0.45
C 0.513 4.667 1.151 -0.09 -0.21 -0.44
H 3.072 6.312 0.661 0.16 0.05 0.04
H 3.364 5.556 2.277 0.39 0.08 -0.26
H 0.910 6.768 1.507 0.05 0.04 0.11
H 1.171 5.745 2.912 0.06 -0.05 0.05
H -0.011 4.948 0.230 -0.03 0.28 0.16
H -0.213 4.117 1.746 0.11 -0.06 0.10
```
Positions in Å, forces in eV/Å.

Its net charge is +1. The molecular weight is 848.281 g mol⁻¹. The total energy comes out at -2453.202088 hartree.

[5]
ORCA calculation (ωB97M-V/def2-TZVPD) on a molecular structure, C14H22CoF3GeNO4S2.

Geometry as XYZ:
```
48
Properties=species:S:1:pos:R:3:forces:R:3
Co -0.082 0.443 -3.447 -0.39 0.24 -0.54
F 2.310 -4.543 -6.199 -0.01 0.00 0.00
C 2.335 -3.311 -5.658 0.02 -0.07 -0.01
F 2.777 -2.471 -6.602 -0.01 0.01 -0.01
F 3.251 -3.330 -4.677 -0.01 0.01 0.00
C 0.981 -2.914 -5.142 0.02 0.02 -0.02
C -0.105 -3.771 -5.209 0.07 0.07 0.02
C -1.343 -3.383 -4.710 -0.09 -0.04 0.00
C -1.465 -2.129 -4.146 0.11 -0.03 -0.07
N -0.418 -1.312 -4.098 0.08 -0.23 0.22
C 0.797 -1.656 -4.568 -0.16 0.27 0.18
S 1.863 -0.308 -4.287 0.21 -0.01 -0.23
H 0.019 -4.750 -5.652 0.01 0.00 -0.01
H -2.193 -4.048 -4.756 0.00 0.01 0.01
H -2.387 -1.750 -3.723 -0.02 -0.02 0.00
O -2.292 2.836 -1.373 -0.06 0.11 0.03
S -1.273 2.078 -2.010 0.15 -0.23 -0.23
O -0.029 1.929 -1.089 0.03 0.13 -0.11
O -0.675 2.563 -3.263 0.36 -0.21 -0.01
O -1.653 0.654 -2.331 -0.18 0.00 0.25
C -2.451 1.020 4.848 0.02 0.02 -0.06
C -2.179 1.381 3.393 0.00 -0.03 0.06
C -1.795 0.167 2.554 0.04 0.08 0.03
C -1.551 0.503 1.081 0.15 -0.02 0.04
Ge -0.056 1.723 0.728 -0.10 -0.18 0.55
C 1.750 1.014 1.009 -0.15 0.02 -0.03
C 2.074 0.606 2.446 -0.02 0.00 -0.01
C 1.908 1.735 3.457 0.01 -0.04 0.02
C 2.226 1.294 4.880 -0.01 0.02 -0.04
H -2.727 1.898 5.432 0.00 -0.01 0.01
H -1.567 0.574 5.308 0.00 -0.01 0.02
H -3.265 0.297 4.923 -0.01 -0.01 0.01
H -1.383 2.131 3.350 -0.02 0.01 -0.01
H -3.062 1.853 2.952 0.00 0.01 0.00
H -2.598 -0.573 2.623 0.00 -0.01 -0.01
H -0.910 -0.310 2.989 -0.01 0.01 0.01
H -2.444 0.957 0.645 0.02 0.02 -0.03
H -1.350 -0.409 0.513 0.01 0.04 -0.05
H -0.261 3.150 1.252 0.00 -0.01 0.00
H 2.448 1.780 0.661 -0.01 0.01 0.00
H 1.865 0.160 0.338 -0.04 0.03 -0.04
H 3.104 0.241 2.487 0.00 -0.01 0.02
H 1.444 -0.238 2.746 0.00 0.01 0.00
H 0.882 2.116 3.419 0.00 0.01 0.02
H 2.553 2.571 3.172 -0.01 0.01 -0.01
H 1.556 0.492 5.196 0.00 -0.01 0.01
H 2.121 2.118 5.586 0.00 0.00 0.02
H 3.249 0.919 4.951 0.01 0.00 0.01
```
Positions in Å, forces in eV/Å.

The molecular weight is 521.004 g mol⁻¹. Its spin multiplicity is 2. The total energy comes out at -5458.107234 hartree.

[6]
ORCA calculation (ωB97M-V/def2-TZVPD) on 2 unconnected molecules or ions with the total composition C3H6N4.

Geometry as XYZ:
```
13
Properties=species:S:1:pos:R:3:forces:R:3
C -0.644 -0.738 0.069 5.45 0.80 0.72
C 1.418 -1.510 0.113 -2.28 -1.78 -2.74
C 0.203 0.235 0.566 -2.01 2.56 0.66
N 0.191 -1.778 -0.343 2.91 -1.37 1.02
N 1.479 -0.221 0.622 0.82 -0.65 1.85
N -2.374 1.677 -0.930 3.12 -0.28 -1.77
N 2.512 0.229 1.262 -1.03 0.81 -0.85
H -1.597 -0.714 -0.260 -2.95 0.13 -0.55
H 2.345 -2.036 -0.031 -0.10 -0.52 -0.17
H -2.711 2.618 -0.931 0.39 0.31 0.21
H -1.318 1.482 -0.860 -2.50 1.20 0.03
H 3.340 -0.347 1.035 -0.66 -0.22 0.07
H -2.844 1.103 -0.312 -1.15 -1.00 1.53
```
Positions in Å, forces in eV/Å.

The molecular weight is 98.109 g mol⁻¹. The total energy comes out at -336.685585 hartree.

Q: molecular weight of number 3 (C25H54BBr2Cl2N2O4P)?
A: 719.217 g mol⁻¹

Q: Among the records above, which one has the lowest molecular weight?
A: H4SSi2

Q: Number 1 is which compound?
A: H4SSi2